No. 1
78
Properties=species:S:1:pos:R:3:forces:R:3:lowdin_charge:R:1 method="wB97M-V/def2-TZVPD" homo_ha=-0.203 homo_lumo_gap_ev=3.17
I 4.11503 0.91499 -4.89283 -0.10 -1.34 0.87 0.797
Br -4.60779 -2.77049 -0.89455 1.16 1.07 -0.18 0.608
S -2.91411 -3.01694 2.32286 -0.53 1.89 0.74 0.822
O 4.42381 -0.03404 2.03294 -0.43 -1.99 0.86 -0.228
O 3.50832 -2.10367 -4.35734 2.62 7.55 3.82 -0.119
O -7.77994 1.11074 4.29080 0.14 0.69 -0.18 -0.112
O 3.48969 1.08564 -1.13535 -1.02 -1.14 1.55 -0.066
O 0.53793 4.35046 -1.64069 -2.95 1.37 0.74 -0.135
O -7.55679 -0.86348 3.46532 0.32 -0.42 -0.68 -0.117
O -8.08662 -0.61679 5.53587 -0.06 -0.11 0.18 -0.088
O -3.70702 -0.25382 2.50038 -0.92 -0.64 4.32 -0.146
O -0.22755 6.18110 -0.18848 0.12 -4.03 -8.06 -0.005
N 1.58147 -0.59411 -1.64565 -1.27 -0.59 0.88 0.025
N -4.34629 -0.00533 4.79564 0.77 1.45 -4.77 -0.004
N 1.51529 -1.13277 0.63895 -0.44 -1.72 -2.12 -0.027
N -7.80782 -0.12317 4.43069 -0.11 -0.10 0.52 -0.679
N 1.78612 1.30815 1.39075 -0.76 0.25 0.34 0.031
N -3.98906 -1.36752 4.72481 1.35 3.09 -7.46 0.042
N -0.20040 -2.40249 -0.88756 2.39 2.96 -0.10 -0.016
C -1.13540 6.15697 -2.68252 1.16 -1.12 0.40 -0.009
C 3.07481 -0.96828 4.08522 0.23 -1.08 0.85 -0.105
C -2.24665 -2.31800 -2.61439 -1.04 -0.24 -0.80 -0.261
C -1.34460 -2.36738 1.52281 1.93 1.05 1.28 -0.486
C -0.79055 -3.24001 0.25999 -0.51 -1.26 0.82 -0.141
C -0.78323 2.35044 -2.68818 -0.38 -0.39 0.14 -0.138
C -0.41656 3.23150 -1.35584 -0.37 -0.17 0.48 -0.160
C 4.48042 -0.36908 3.48790 -0.19 -0.04 0.75 -0.212
C 0.81823 -1.46575 -0.70353 1.63 1.20 0.38 -0.050
C 4.20898 -1.21992 1.21400 0.76 -0.78 -0.20 -0.151
C -4.20123 0.73431 3.47170 0.52 -5.16 3.34 -0.004
C -0.23506 5.59555 -1.39620 -0.08 2.79 4.96 -0.302
C -3.12117 -1.53456 -1.49470 -0.32 1.33 -1.38 -0.569
C 3.02992 -0.30113 -1.22098 1.66 -1.62 1.62 -0.317
C -0.71701 -2.70530 -2.26631 0.24 -1.66 -2.29 -0.142
C 0.90472 0.13496 1.10233 -2.55 2.31 1.61 -0.252
C 3.91869 -0.97446 -3.75483 -2.20 -6.68 -1.64 -0.659
C 0.94315 0.25703 -2.67185 -0.54 0.54 -2.86 -0.172
C 2.95232 -1.21300 0.18440 0.57 -0.99 -1.25 -0.154
C -0.60567 0.70307 -2.46580 -0.92 0.77 -0.97 -0.164
C 4.24513 -0.98382 -2.14200 0.46 0.71 -0.90 -0.087
C -3.58534 -1.51129 3.27168 -0.68 2.13 2.26 -0.438
H -3.67988 -0.63922 -2.05325 1.18 -2.06 1.40 0.093
H -4.38913 1.87915 3.21084 0.36 -3.12 0.57 0.159
H 0.30625 -0.10145 2.10895 1.42 0.43 -2.19 0.141
H -1.92515 2.56048 -2.93642 2.52 -0.48 0.25 0.126
H 3.96687 1.25872 -0.24829 -1.40 -0.73 -1.63 0.144
H -1.35514 3.75144 -0.84386 1.71 -1.58 -1.19 0.150
H -1.11799 0.38912 -1.46819 1.17 0.49 -1.66 0.090
H -2.09651 5.48059 -2.71088 1.73 1.54 0.13 0.094
H -0.63216 -3.89248 -2.38394 -0.07 2.61 0.45 0.157
H -0.09169 2.63213 -3.60661 -1.54 -0.29 1.98 0.134
H 4.53467 -2.06512 -1.78576 -0.85 2.03 -1.05 0.134
H 4.72889 0.60858 4.08759 -0.40 -1.80 -1.58 0.134
H 2.99763 -2.32446 -0.26407 0.08 2.33 1.03 0.170
H 0.05638 2.53330 -0.54527 -0.67 1.38 -1.48 0.104
H -2.83853 -3.31965 -2.88315 1.43 2.27 0.68 0.103
H 1.48231 1.82068 2.27120 0.49 -1.21 -1.58 0.116
H -2.52954 -1.03856 -0.61791 -1.22 -1.40 -1.46 0.052
H 0.99126 -0.33053 -3.71096 -0.09 1.33 2.07 0.128
H 5.36519 -1.13227 3.68035 -1.84 1.49 -0.52 0.131
H 4.14051 -2.23356 1.84129 -0.05 2.36 -1.15 0.154
H 0.05689 -4.01799 0.57133 -1.83 1.91 -0.46 0.159
H 3.37821 -1.88643 4.78512 -0.77 1.97 -1.47 0.094
H 2.48354 -0.22763 4.78261 1.27 -1.28 -1.64 0.089
H -1.24807 0.21755 -3.34495 1.42 0.97 2.03 0.114
H -0.50263 -2.42413 2.36776 -1.74 0.29 -1.94 0.096
H 0.07377 0.50043 0.34181 1.48 -1.08 1.28 0.112
H 2.34439 -1.41375 3.28082 1.52 1.03 1.38 0.063
H 5.19359 -1.35578 0.55143 -2.18 0.29 1.12 0.150
H -1.52113 -1.22763 1.30532 0.40 -2.34 0.05 0.065
H -1.67986 -3.91057 -0.15602 1.88 1.76 0.44 0.135
H -2.27698 -1.68263 -3.62472 0.27 -1.35 2.32 0.117
H 5.18578 -0.26245 -2.00113 -2.18 -1.67 -0.22 0.141
H -0.51700 5.89859 -3.65797 -1.29 0.73 2.05 0.099
H 1.56245 1.25675 -2.87956 -1.00 -2.38 0.98 0.123
H -0.03414 -2.29048 -3.15339 -1.15 -0.65 2.51 0.145
H 1.81709 2.02441 0.63330 -0.14 -1.06 0.70 0.067
H -1.35833 7.30658 -2.57282 0.42 -2.58 -0.09 0.107



No. 2
16
Properties=species:S:1:pos:R:3:forces:R:3:lowdin_charge:R:1 method="wB97M-V/def2-TZVPD" homo_ha=-0.286 homo_lumo_gap_ev=7.65 smiles="C=CC(=S)C=C(N)N"
S -0.24069 2.23740 0.92794 -0.04 -0.48 -0.14 0.643
N 1.65092 -1.27896 -2.24551 0.03 0.08 -1.19 0.099
N -0.20032 -1.96771 -1.12722 0.68 -0.25 -0.38 0.137
C 0.72868 0.28059 -0.64211 0.72 -0.23 -1.08 -0.135
C 0.71865 -0.95737 -1.28748 -0.20 0.48 0.31 -0.425
C -1.78239 -0.39989 1.95588 -0.55 1.66 -0.59 0.010
C -0.58876 -0.43184 1.36010 -0.87 0.32 -0.26 -0.256
C -0.05884 0.64393 0.48773 0.19 0.69 0.40 -0.804
H 2.27901 -0.50927 -2.45926 -0.14 -0.33 0.00 0.097
H -0.89099 -1.84343 -0.43692 -0.83 0.29 0.71 0.059
H 1.38296 1.08922 -1.08362 -0.92 -1.10 0.48 0.110
H 1.26107 -1.71782 -3.10532 0.46 0.48 1.10 0.121
H 0.04288 -1.29502 1.39889 0.28 -0.49 0.40 0.096
H -2.15560 -1.19218 2.57997 0.02 -0.22 0.10 0.051
H 0.12460 -2.92974 -1.18196 0.12 0.48 -0.16 0.115
H -2.45125 0.51409 1.80563 1.05 -1.38 0.30 0.081



No. 3
92
Properties=species:S:1:pos:R:3:forces:R:3:lowdin_charge:R:1 method="wB97M-V/def2-TZVPD" homo_ha=-0.411 homo_lumo_gap_ev=6.74 charge=+1
I -2.56311 -1.40746 -0.93192 0.12 -0.16 0.19 1.144
Br 2.92335 2.59364 7.78709 -0.15 0.01 -0.05 0.625
Br 6.41716 3.54642 10.54875 0.06 -0.01 -0.01 0.633
Br 5.12333 -1.19828 3.66446 -0.02 -0.01 -0.08 0.643
Br 7.66766 1.44754 7.77737 -0.07 -0.01 0.03 0.613
Br -2.78023 0.85793 5.58238 -0.04 -0.02 0.11 0.668
Br 0.87839 3.97288 10.52550 0.04 -0.05 -0.01 0.611
Br -0.02235 -2.07850 1.97035 -0.11 0.06 -0.14 0.624
Br 0.88400 1.48977 2.28580 -0.04 -0.10 -0.01 0.641
Br 3.02934 1.00926 -0.72638 -0.03 -0.05 -0.13 0.599
Br 2.69261 -2.45108 -1.93751 0.17 -0.21 0.46 0.683
Br 4.24528 -4.76456 3.38469 0.03 0.03 0.03 0.612
Br -0.56231 3.76687 5.83614 0.05 -0.09 -0.06 0.620
F -5.99936 -3.50308 -1.42467 0.21 0.02 -0.43 0.174
F -6.84236 0.29131 -3.04483 0.42 0.05 -0.14 0.169
O -8.02781 -0.62885 -1.44780 -0.25 -0.13 0.10 0.241
O -6.33521 -2.22028 0.32151 -0.05 0.00 0.27 0.243
O 2.11447 -1.33678 -8.29601 0.19 0.07 -0.05 0.152
O 1.06930 0.43301 -7.44421 -0.09 -0.27 0.09 0.001
N -4.09972 -2.08003 -4.74822 0.33 -0.05 0.65 0.022
N -5.81176 -1.21285 -1.68150 -0.12 -1.08 -1.81 0.137
N -3.62903 -1.68618 -2.64809 -0.63 0.18 -0.51 -0.356
C -5.28723 -1.82768 -4.09083 -0.39 0.07 0.01 0.061
C 4.06139 -1.66311 -0.78559 -0.05 -0.20 0.14 -0.635
C -5.00496 -1.56469 -2.79945 0.55 0.26 0.39 -0.278
C -3.94193 -2.41422 -6.18027 -0.45 0.44 -0.31 -0.070
C -0.84781 0.62841 2.44301 0.23 0.24 0.10 -0.704
C 1.66927 -0.93128 -4.83658 -0.06 -0.32 0.12 0.024
C -2.99190 -1.33349 -8.31116 1.08 -0.08 -0.16 -0.184
C -2.77207 -1.68202 -6.84176 -0.58 -0.13 -0.01 -0.202
C 7.18137 4.06691 8.83580 -0.17 0.07 0.09 -0.686
C 2.65282 4.49094 9.91797 -0.24 0.09 0.09 -0.707
C -2.38659 3.66642 5.17795 0.17 0.17 0.18 -0.693
C 3.46408 -0.66355 0.16483 0.07 0.26 0.00 -0.719
C 1.60702 -0.81753 -7.34473 -0.51 -0.29 -0.55 -0.500
C -1.20304 0.52849 -8.38533 -0.04 -0.86 -0.20 -0.141
C 6.73516 3.15232 7.72681 0.17 -0.10 -0.13 -0.715
C -3.11423 -2.00110 -3.84803 0.81 -0.10 0.39 -0.299
C -3.21695 2.71154 5.99325 -0.11 -0.07 -0.14 -0.666
C -0.32359 0.50475 -7.14012 -0.10 0.73 0.45 -0.197
C 3.49597 -3.38855 4.53681 -0.10 -0.21 -0.15 -0.689
C -1.64769 -2.22500 -3.97488 -0.11 -0.09 -0.35 -0.015
C -1.63990 -0.86029 -8.89641 -0.03 -0.19 0.60 -0.179
C -0.75585 -0.69876 3.14388 -0.18 -0.10 -0.09 -0.694
C 2.75971 4.42900 8.41864 0.20 -0.09 -0.05 -0.677
C 3.39175 -2.07172 3.81785 0.11 0.25 0.15 -0.717
C 1.64343 -1.51939 -6.03624 -0.81 0.24 0.51 -0.075
C -7.00947 -0.52958 -2.01940 -0.30 0.38 0.74 -0.485
C -6.08097 -2.33076 -0.81314 -0.18 0.42 1.02 -0.511
H 4.80989 -1.23659 -1.44438 -0.03 0.06 0.00 0.059
H 6.82694 5.08035 8.65932 0.01 0.00 -0.04 0.056
H 3.00038 -2.17381 2.81124 -0.04 -0.06 0.01 0.001
H -1.37048 -3.12763 -3.43127 0.05 0.02 0.15 0.104
H 1.18682 0.01197 -4.60483 0.86 0.59 -0.42 0.080
H -4.27219 2.82450 5.75573 0.00 -0.02 -0.03 0.061
H -4.86028 -2.08090 -6.66077 -0.15 -0.04 0.11 0.134
H -0.47371 1.44098 -6.60001 0.14 0.07 0.02 0.130
H 5.67374 2.92615 7.76843 0.04 0.04 0.02 -0.032
H 3.66303 4.93238 8.07890 0.01 0.01 0.04 0.055
H 4.17853 -0.39690 0.94152 0.05 -0.08 -0.03 0.020
H -1.89758 -2.32452 -6.80171 0.23 0.16 0.09 0.104
H 6.97869 3.58480 6.75852 0.01 0.05 0.02 0.061
H -1.11788 -1.37306 -3.55535 0.09 0.00 0.12 0.066
H -1.66063 -0.92107 -9.98026 -0.06 0.20 -0.09 0.116
H 2.79212 5.51174 10.26654 0.02 0.01 -0.04 0.062
H -2.32291 3.38283 4.13231 -0.08 -0.01 -0.01 0.039
H -3.07148 2.82936 7.06168 0.05 0.04 0.00 0.055
H -1.46124 1.31066 3.02430 -0.05 -0.07 0.05 0.003
H -0.12384 -0.66779 4.02514 0.03 0.06 -0.01 0.052
H -1.24716 0.54836 1.43500 -0.04 -0.04 0.01 0.017
H 1.89790 4.85800 7.91762 -0.02 0.01 0.03 0.032
H -0.57225 -0.29364 -6.44016 -0.07 -0.13 -0.10 0.085
H -3.71655 -0.53151 -8.44396 -0.36 -0.22 0.01 0.119
H -1.30508 -2.33721 -4.99164 -0.10 -0.05 -0.10 0.058
H 4.12326 -3.33662 5.42037 0.01 0.04 0.00 0.054
H -2.60679 -0.75844 -6.28857 0.22 -0.02 0.11 0.118
H -1.74495 -1.05571 3.42197 0.00 0.00 -0.01 0.037
H 2.76875 -1.37657 4.37814 -0.01 -0.02 0.02 0.055
H -2.10580 1.09765 -8.15761 0.06 0.29 -0.11 0.115
H 2.50754 -3.74953 4.81281 -0.02 0.04 0.00 0.057
H -6.25936 -1.82944 -4.54977 0.10 -0.05 -0.32 0.158
H -2.78709 4.67470 5.25406 -0.04 -0.01 0.02 0.062
H -3.26438 -2.24062 -8.85100 -0.42 0.09 -0.08 0.121
H -0.63713 1.01834 -9.17362 -0.07 0.32 0.06 0.125
H -3.90145 -3.49544 -6.28314 0.14 -0.07 0.02 0.144
H 4.49512 -2.49500 -0.23430 -0.04 -0.02 0.00 0.063
H 3.36147 3.83832 10.41519 0.04 0.00 -0.04 0.008
H 8.25849 4.07829 8.96422 0.01 -0.02 -0.02 0.050
H 2.54640 -1.01730 0.62604 -0.01 -0.02 -0.01 -0.006
H 2.16658 -1.43396 -4.00301 -0.93 -0.01 -0.28 -0.070
H -0.90003 -1.59328 -8.56209 0.18 -0.06 -0.29 0.106
H 1.63519 -2.59962 -6.09740 1.20 -0.06 -0.25 0.115



No. 4
16
Properties=species:S:1:pos:R:3:forces:R:3:lowdin_charge:R:1 method="wB97M-V/def2-TZVPD" homo_ha="-0.314 / -0.266" homo_lumo_gap_ev="8.44 / 7.46"
S -1.46489 -1.68058 -0.38301 0.45 -0.05 -0.36 0.831
O -0.61789 -0.86167 1.98951 0.22 -0.10 0.03 -0.007
N 2.94729 -0.13297 0.61838 0.73 0.18 0.03 0.006
N 0.87969 -0.52426 0.26808 1.16 0.02 -0.56 -0.142
N 1.83436 -0.34243 1.20530 -0.87 -0.17 0.76 0.023
C -0.42763 -0.70892 0.66611 -1.26 0.78 0.17 -0.731
C 2.76412 -0.16851 -0.71379 -0.56 -0.12 -0.39 -0.132
C -1.21477 1.85460 0.13151 0.20 -0.71 0.26 0.067
C 1.43496 -0.41964 -0.96783 0.25 0.00 0.32 -0.061
H 0.86608 -0.53171 -1.86550 -0.12 0.00 -0.21 0.107
H -0.64114 2.31065 0.91124 0.21 0.13 0.25 -0.008
H -0.83625 1.87649 -0.86748 0.13 -0.01 -0.38 -0.016
H -2.26158 1.70448 0.28772 -0.36 -0.07 0.03 -0.013
H 0.22988 -0.68352 2.44041 -0.04 0.04 -0.08 0.101
H -2.39970 -1.82644 0.54273 -0.28 0.04 0.30 -0.119
H 3.57451 -0.01872 -1.39615 0.12 0.02 -0.16 0.094



No. 5
22
Properties=species:S:1:pos:R:3:forces:R:3:lowdin_charge:R:1 method="wB97M-V/def2-TZVPD" homo_ha=-0.496 homo_lumo_gap_ev=8.87 charge=+1
O 1.50149 0.07375 3.04281 -0.21 -0.45 0.12 -0.059
O -1.31008 -0.57771 -2.65845 0.13 0.10 0.25 0.059
N 0.70538 1.37133 0.12237 -0.05 0.08 0.06 0.052
C -0.16408 -0.81386 -0.50171 -0.37 0.99 1.96 -0.062
C -0.17173 -1.12461 -2.11271 -0.19 -0.13 -1.31 -0.306
C -1.30257 0.44575 1.33452 0.55 0.44 -0.44 -0.035
C -0.52526 0.59499 0.01184 0.07 -0.19 0.34 -0.420
C 0.95272 -0.34281 -1.90477 0.09 -0.45 -0.92 0.190
H -1.18526 1.04122 -0.72543 0.04 0.22 -0.17 0.145
H -1.07398 -1.37751 -0.28661 -0.22 -0.40 -0.72 0.174
H 1.16700 1.18159 1.01133 -0.05 -0.07 -0.08 0.069
H -1.16914 -0.43003 -3.60092 -0.09 0.07 -0.10 0.139
H -0.11239 -2.18594 -2.27033 0.30 -0.49 0.35 0.174
H 0.54708 -1.31045 0.15689 0.40 -0.01 -0.39 0.155
H -0.78476 -0.26871 1.96935 -0.16 0.04 0.24 0.067
H -1.30786 1.42126 1.81256 0.04 -0.02 0.23 0.092
H 1.93073 -0.75600 -1.72641 0.00 -0.27 0.35 0.143
H 2.03121 0.53754 3.69908 0.05 0.02 0.02 0.053
H 0.93532 0.69830 -2.16318 -0.24 0.37 0.43 0.129
H 0.50283 2.36202 0.09995 0.00 0.08 0.06 0.098
H -2.33454 0.17220 1.18086 -0.30 -0.36 -0.10 0.086
H 1.16789 -0.71230 3.50895 0.22 0.43 -0.17 0.058



No. 6
10
Properties=species:S:1:pos:R:3:forces:R:3:lowdin_charge:R:1 method="wB97M-V/def2-TZVPD" homo_ha=-0.325 homo_lumo_gap_ev=9.75 smiles="C=O.CS"
S 0.07301 -1.60974 2.10961 -0.82 -0.71 0.65 0.638
O -1.04264 0.90656 -1.46379 -1.98 0.92 1.80 0.012
C -0.02680 -0.03760 1.31539 0.98 1.22 -3.28 -0.575
C -0.31594 0.51891 -2.29948 -0.62 0.40 -2.03 -0.148
H -0.61300 0.55837 -3.36218 0.17 -0.24 -0.14 0.088
H 0.63662 0.20030 -2.03440 2.34 -1.00 0.22 0.049
H 0.63177 -0.04190 0.33416 -1.96 -0.28 1.41 0.047
H 1.33363 -1.69403 2.53703 0.23 0.46 -0.14 -0.166
H 0.39289 0.84668 1.71234 0.80 0.56 1.76 0.005
H -1.06953 0.35244 1.15132 0.86 -1.32 -0.27 0.050